1.
# C14H16O

A cluster of 2 separate species, C14H16O in total in a non-equilibrium geometry (ωB97M-V with the def2-TZVPD basis set, the Open Molecules 2025 dataset).

Last column: natural (NBO) charge in e.
Element x y z (Å)
H  -0.68  -1.20  1.49  0.23
C  2.16  -1.01  -2.32  0.30
H  -2.69  0.90  3.39  0.22
H  -3.89  1.17  -0.16  0.22
H  -0.20  -2.97  1.43  0.22
C  -0.08  -1.11  -1.45  -0.18
C  -0.08  2.08  0.73  -0.18
H  -4.37  2.46  0.80  0.23
C  -3.72  1.58  0.82  -0.66
C  0.48  -1.76  -0.25  -0.04
C  -1.39  1.95  0.30  -0.23
H  2.38  -0.26  -3.99  0.48
C  -2.30  1.47  1.28  0.00
H  -1.43  -2.39  0.25  0.21
C  2.71  -1.52  -1.17  -0.28
H  2.34  -2.21  0.81  0.21
C  -1.97  1.13  2.64  -0.22
H  1.36  1.43  2.29  0.22
C  0.74  -0.76  -2.49  -0.30
C  -0.46  -2.10  0.79  -0.64
H  -1.72  2.46  -0.63  0.22
H  0.63  2.68  0.11  0.22
H  -0.43  1.10  3.89  0.21
H  -1.05  -1.25  -1.66  0.19
O  3.00  -0.51  -3.23  -0.66
C  0.33  1.44  1.90  -0.23
H  -4.38  0.92  1.32  0.21
C  -0.61  1.10  2.88  -0.21
C  1.89  -1.97  -0.15  -0.18
H  0.17  -0.40  -3.35  0.22
H  3.71  -1.51  -1.13  0.21

Its strongest force on any atom is 5.92 eV/Å. For the HOMO energy, the calculation gives -7.8 eV. The value obtained for the energy above the lowest of the compared OMol25 structures with the same formula, charge and spin is 60.7 kcal per mole. The structure (SMILES) is Cc1ccc(O)cc1.Cc1ccccc1.

=====

2.
# C14H16O

A cluster of 2 separate species, C14H16O in total in a non-equilibrium geometry (ωB97M-V with the def2-TZVPD basis set, the Open Molecules 2025 dataset).

Last column: natural (NBO) charge in e.
Element x y z (Å)
C  -0.45  2.63  -4.23  -0.65
H  -2.45  -0.04  -0.09  0.21
H  -0.27  0.16  -3.78  0.20
C  2.30  -0.66  1.32  -0.34
H  3.12  -0.64  0.71  0.22
H  0.28  3.34  -3.84  0.23
C  -1.00  1.90  -3.13  -0.04
H  1.82  -2.70  0.54  0.20
C  -2.05  0.49  -0.95  -0.22
H  -0.18  -1.64  4.02  0.19
H  -0.40  -3.78  3.49  0.22
C  1.87  0.27  2.37  0.33
H  0.89  -4.58  2.75  0.22
C  -2.09  1.84  -1.02  -0.22
C  -0.87  0.53  -2.97  -0.21
C  -1.66  2.57  -2.10  -0.20
C  1.65  -1.95  1.38  -0.15
C  0.20  -3.72  2.62  -0.62
H  -1.67  3.67  -2.18  0.21
H  -1.34  3.38  -4.45  0.22
H  3.13  1.52  1.77  0.47
H  -0.39  2.15  -5.24  0.24
C  -1.58  -0.29  -2.04  -0.19
H  -0.36  -3.88  1.68  0.22
C  0.94  -0.04  3.36  -0.29
H  -2.32  2.32  -0.10  0.21
O  2.47  1.51  2.46  -0.67
C  0.89  -2.40  2.43  -0.08
H  0.53  0.72  4.05  0.24
C  0.53  -1.33  3.29  -0.16
H  -1.56  -1.35  -2.11  0.22

Its strongest force on any atom is 6.41 eV/Å. For the HOMO energy, the calculation gives -8.2 eV. The value obtained for the energy above the lowest of the compared OMol25 structures with the same formula, charge and spin is 57.7 kcal per mole. The structure (SMILES) is Cc1ccc(O)cc1.Cc1ccccc1.

=====

Q: The highest strongest force on any atom belongs to which entry?
A: number 2

=====

Q: Among the records above, which one has the highest strongest force on any atom?
A: number 2

=====

Q: Which formula does entry 2 have?
A: C14H16O

=====

Please write out number 1 again, unchanged.
# C14H16O

A cluster of 2 separate species, C14H16O in total in a non-equilibrium geometry (ωB97M-V with the def2-TZVPD basis set, the Open Molecules 2025 dataset).

Last column: natural (NBO) charge in e.
Element x y z (Å)
H  -0.68  -1.20  1.49  0.23
C  2.16  -1.01  -2.32  0.30
H  -2.69  0.90  3.39  0.22
H  -3.89  1.17  -0.16  0.22
H  -0.20  -2.97  1.43  0.22
C  -0.08  -1.11  -1.45  -0.18
C  -0.08  2.08  0.73  -0.18
H  -4.37  2.46  0.80  0.23
C  -3.72  1.58  0.82  -0.66
C  0.48  -1.76  -0.25  -0.04
C  -1.39  1.95  0.30  -0.23
H  2.38  -0.26  -3.99  0.48
C  -2.30  1.47  1.28  0.00
H  -1.43  -2.39  0.25  0.21
C  2.71  -1.52  -1.17  -0.28
H  2.34  -2.21  0.81  0.21
C  -1.97  1.13  2.64  -0.22
H  1.36  1.43  2.29  0.22
C  0.74  -0.76  -2.49  -0.30
C  -0.46  -2.10  0.79  -0.64
H  -1.72  2.46  -0.63  0.22
H  0.63  2.68  0.11  0.22
H  -0.43  1.10  3.89  0.21
H  -1.05  -1.25  -1.66  0.19
O  3.00  -0.51  -3.23  -0.66
C  0.33  1.44  1.90  -0.23
H  -4.38  0.92  1.32  0.21
C  -0.61  1.10  2.88  -0.21
C  1.89  -1.97  -0.15  -0.18
H  0.17  -0.40  -3.35  0.22
H  3.71  -1.51  -1.13  0.21

Its strongest force on any atom is 5.92 eV/Å. For the HOMO energy, the calculation gives -7.8 eV. The value obtained for the energy above the lowest of the compared OMol25 structures with the same formula, charge and spin is 60.7 kcal per mole. The structure (SMILES) is Cc1ccc(O)cc1.Cc1ccccc1.